ORCA calculation (ωB97M-V with the def2-TZVPD basis set) on a structure of composition C14H28F6NO4P2S5Zr at a distorted geometry.

Each line ends with the Mulliken charge.
Atoms and positions in Å:
Zr -0.39 -0.18 0.07  0.30
C 0.46 1.72 3.00  -0.63
C 0.03 0.51 3.81  -0.95
S -0.17 -1.08 2.89  0.13
C -1.91 -1.54 3.09  -0.84
C -2.94 -0.47 2.78  -0.75
S -2.93 0.04 1.06  0.10
C -3.13 1.86 1.04  -0.78
C -2.12 2.68 1.81  -0.80
S -0.39 2.14 1.45  0.08
H 1.46 1.62 2.64  0.03
H 0.48 2.55 3.67  0.63
H -0.92 0.62 4.35  0.50
H 0.82 0.34 4.57  0.57
H -2.08 -1.90 4.09  0.60
H -2.05 -2.39 2.43  0.39
H -2.82 0.41 3.41  0.38
H -3.94 -0.86 2.99  0.56
H -4.13 2.06 1.40  0.55
H -3.12 2.08 -0.06  0.38
H -2.27 2.63 2.89  0.50
H -2.11 3.79 1.62  0.55
C 3.02 -1.06 -1.18  -1.48
P 2.28 -0.15 0.21  1.43
C 3.12 -0.91 1.56  -1.71
C 3.08 1.43 0.05  -1.02
C 2.67 1.98 -1.32  -1.16
P 0.91 1.74 -1.72  1.31
C -0.02 3.29 -1.60  -1.58
C 0.88 1.43 -3.46  -1.58
H 3.47 -1.97 -0.80  0.51
H 3.78 -0.42 -1.62  0.55
H 2.33 -1.28 -2.02  0.26
H 4.08 -1.26 1.27  0.58
H 2.55 -1.72 1.97  0.48
H 3.27 -0.20 2.39  0.41
H 4.13 1.32 0.11  0.58
H 2.86 2.13 0.86  0.47
H 3.33 1.49 -2.08  0.44
H 2.95 3.01 -1.41  0.69
H -0.93 3.20 -2.15  0.52
H 0.52 4.06 -2.20  0.47
H -0.04 3.76 -0.61  0.41
H -0.16 1.41 -3.76  0.47
H 1.36 0.51 -3.77  0.37
H 1.43 2.23 -3.94  0.58
F 1.65 -3.82 -0.62  -0.16
C 0.54 -4.55 -0.70  0.72
F 0.53 -5.28 -1.75  -0.13
F 0.39 -5.20 0.45  -0.17
S -0.99 -3.41 -0.68  0.90
O -2.04 -3.87 0.18  -0.59
O -0.34 -2.18 -0.03  -0.42
N -1.17 -3.10 -2.20  -0.49
S -1.32 -1.65 -2.81  1.10
O -1.49 -0.60 -1.69  -0.67
O -0.29 -1.22 -3.71  -0.61
C -2.82 -1.49 -3.87  0.49
F -3.02 -0.18 -4.08  -0.17
F -2.51 -2.16 -4.95  -0.14
F -3.84 -1.97 -3.30  -0.16

Its frontier orbital gap is 0.2983 Ha. The spin multiplicity is 1. The total charge is +3. The value obtained for the relative energy (zero: lowest compared OMol25 entry of this formula, charge and spin) is 0.0 kcal per mole.